82
Properties=species:S:1:pos:R:3:lowdin_charge:R:1 method="wB97M-V/def2-TZVPD" total_charge=+1 gap_ev=6.846
Br -8.1474 3.9263 2.7815 0.361
Br -5.5527 1.2844 3.1350 0.793
Cl -1.5006 1.9828 0.6123 0.764
P -4.7433 4.2506 2.3854 0.845
P -6.6457 4.3525 1.1786 0.449
O 6.1656 -1.3167 -7.3233 0.110
O 0.4633 -2.8958 -1.6373 0.103
O -0.3445 -5.1899 3.1270 0.110
O -6.6763 3.0482 0.2395 -0.402
O -4.0330 1.9116 0.4634 0.052
O 5.3941 -3.6023 -2.5500 0.096
O -3.1172 7.0079 4.5979 -0.023
N -3.8579 7.7604 1.0549 0.034
C -4.0272 2.1861 5.9347 -0.083
C -0.1361 -4.6573 2.0573 -0.276
C -3.6619 2.9135 4.6095 -0.303
C 2.7571 -6.2495 -0.6384 -0.044
C -3.3823 6.6352 3.2381 -0.410
C 3.3938 0.4171 -4.7212 -0.058
C 6.8019 -3.0130 -5.8192 -0.082
C -1.3614 -1.6713 0.0863 -0.007
C 1.6419 -6.2935 1.4925 0.001
C 5.0296 -1.2540 -5.2626 -0.081
C -3.2590 3.9559 1.3644 -0.264
C 5.5919 -3.0669 -3.6219 -0.277
C -0.8947 -3.4368 1.6587 -0.077
C 7.3962 -4.6798 -4.1811 -0.003
C 6.0113 -1.8197 -6.2304 -0.276
C 1.0734 -4.6126 -0.1417 -0.083
C 6.6182 -3.5942 -4.5621 -0.084
C -2.5133 -1.7489 2.1962 -0.059
C 2.5815 -6.8153 0.6200 -0.048
C -4.7230 5.8699 3.2525 -0.231
C 3.8748 -1.3364 -3.1472 -0.002
C 0.8809 -5.1955 1.1152 -0.085
C 0.3033 -3.4067 -0.5479 -0.275
C -3.1675 2.5655 0.7912 -0.884
C 2.0054 -5.1517 -1.0186 0.004
C 8.5106 -4.6256 -6.3115 -0.053
C -4.9078 3.0036 3.7443 -0.867
C -3.5132 7.9362 2.4748 -0.214
C -2.2768 -1.1308 0.9716 -0.103
C 3.1661 -0.2003 -3.4954 -0.058
C -1.8237 -2.8985 2.5391 0.001
C 4.8148 -1.8621 -4.0241 -0.081
C 7.7428 -3.5396 -6.6943 0.000
C 8.3434 -5.1906 -5.0513 -0.055
C 4.3197 -0.1107 -5.6041 -0.002
C -0.6703 -2.8280 0.4232 -0.075
H -2.2941 6.5857 4.8652 0.103
H -3.2302 4.6740 0.5513 0.107
H 9.2460 -5.0321 -6.9934 0.109
H 7.2618 -5.1210 -3.2029 0.119
H -7.1708 2.3271 0.6687 0.041
H -3.2359 -1.3282 2.8856 0.089
H -5.0973 2.0402 5.9809 0.061
H -3.3326 3.9023 4.9011 0.098
H -4.3175 8.4888 2.9445 0.129
H -2.8662 2.3548 4.1332 0.108
H -3.7137 6.8175 0.7270 0.036
H 3.4864 -6.6640 -1.3216 0.112
H 2.4354 0.2089 -2.8097 0.104
H -4.8072 8.0497 0.8802 0.073
H -3.7520 2.7713 6.7987 0.080
H 3.1789 -7.6666 0.9186 0.110
H -5.0070 5.6900 4.2793 0.104
H -5.4992 6.4869 2.8129 0.081
H 1.5009 -6.7360 2.4690 0.122
H 2.8444 1.3107 -4.9880 0.106
H 2.1477 -4.7102 -1.9956 0.121
H -1.1788 -1.1945 -0.8681 0.120
H 7.8752 -3.0961 -7.6716 0.122
H -5.6856 3.4182 4.3688 0.034
H -2.8127 -0.2368 0.7109 0.040
H 4.4944 0.3657 -6.5591 0.121
H 3.7011 -1.8155 -2.1932 0.117
H -3.5813 1.2043 5.9850 0.079
H 8.9533 -6.0323 -4.7501 0.109
H -2.3581 4.1321 1.9351 0.077
H -2.6038 8.5136 2.5735 0.122
H -2.0020 -3.3788 3.4917 0.122
H -2.5244 6.0566 2.9100 0.130

***

80
Properties=species:S:1:pos:R:3:lowdin_charge:R:1 method="wB97M-V/def2-TZVPD" total_charge=-1 gap_ev=8.006
Zn 17.1915 11.0948 6.1302 0.478
S 19.2419 11.0358 5.1297 0.767
F 8.1115 9.5591 6.4121 0.106
F 7.8555 11.5395 7.3279 0.108
F 7.7356 11.3032 5.1542 0.132
O 17.7458 12.8839 7.3891 -0.074
O 17.0648 8.9047 5.7407 -0.161
O 15.3225 7.5647 5.4778 0.022
N 21.3703 12.2525 6.2696 -0.100
N 19.5254 13.5484 6.0510 0.092
N 17.6364 9.8435 8.1190 0.039
C 14.5658 9.1375 10.1313 -0.100
C 20.0664 12.3526 5.9111 -0.689
C 14.2864 8.2128 7.9478 -0.031
C 12.6393 11.5228 6.1118 -0.262
C 13.7485 8.4685 9.2173 -0.082
C 18.8374 11.2510 9.6874 -0.031
C 20.6928 10.3664 10.9565 -0.068
C 18.3627 13.7166 6.7048 -0.463
C 18.6976 10.0278 9.0498 -0.200
C 19.3330 7.6325 8.6592 -0.005
C 19.5870 8.9685 9.3340 -0.129
C 21.9193 13.3440 7.0729 -0.192
C 21.6008 8.0895 10.6069 -0.051
C 14.0374 11.5801 6.1007 -0.143
C 15.7789 16.4533 6.6559 -0.091
C 17.9131 17.4840 6.2199 -0.092
C 8.3871 10.8981 6.2606 -0.555
C 16.5307 17.5717 6.3944 -0.102
C 22.6634 14.4589 6.2918 -0.072
C 10.5441 11.9253 7.2091 -0.023
C 9.8672 11.1840 6.2240 -0.133
C 15.5605 8.5990 7.6009 -0.081
C 10.5938 10.5848 5.1981 -0.015
C 16.0008 8.3184 6.1577 -0.633
C 18.4869 16.2256 6.2761 -0.033
C 22.1185 11.0730 5.8302 -0.249
C 15.2530 11.5126 6.0823 -0.014
C 22.4368 11.0652 4.3137 -0.103
C 16.3586 9.3289 8.5282 -0.174
C 11.9630 10.7600 5.1654 -0.014
C 20.6137 9.1679 10.2863 -0.240
C 19.8224 11.4102 10.6384 -0.080
C 16.3624 15.2102 6.7778 -0.018
C 11.9066 12.0844 7.1593 -0.025
C 17.7254 15.0842 6.6230 -0.122
C 15.8553 9.5675 9.7916 -0.026
H 23.0875 10.2280 4.0441 0.067
H 20.2990 7.1529 8.3662 0.084
H 21.5349 10.1590 6.0289 0.085
H 16.3673 10.1485 10.5835 0.117
H 16.0092 18.5086 6.3745 0.090
H 13.7548 7.6808 7.2090 0.099
H 14.1645 9.3501 11.1161 0.090
H 17.8958 9.2991 7.3266 0.036
H 23.1773 15.1377 7.0073 0.075
H 18.6975 7.6889 7.8139 0.055
H 21.4317 10.5474 11.7389 0.107
H 18.2465 12.0814 9.3742 0.092
H 22.5244 8.5025 10.9575 0.066
H 12.3779 12.6452 7.9712 0.123
H 15.7074 14.3207 6.8990 0.120
H 10.0964 9.9187 4.4850 0.127
H 21.2226 7.4699 11.3982 0.079
H 14.7404 16.5121 6.7588 0.085
H 23.0620 10.9876 6.3879 0.114
H 22.8549 12.0607 3.9589 0.087
H 21.5062 10.8771 3.7767 0.020
H 23.4603 14.0246 5.6275 0.077
H 21.7932 7.4311 9.7645 0.065
H 12.7569 8.1177 9.5079 0.094
H 19.5616 16.1795 6.0553 0.102
H 21.0905 13.7817 7.5877 0.101
H 19.8729 12.3579 11.1762 0.101
H 18.8532 6.9812 9.4052 0.100
H 22.6494 12.9443 7.7374 0.102
H 12.5961 10.2284 4.4795 0.120
H 9.9973 12.3109 8.0650 0.112
H 18.5142 18.3693 6.0261 0.097
H 21.9870 15.0504 5.7100 0.044

***

80
Properties=species:S:1:pos:R:3:lowdin_charge:R:1 method="wB97M-V/def2-TZVPD" total_charge=-2 gap_ev=5.091
Rb 0.0011 0.3553 0.3489 0.854
Si 4.5483 1.0229 -0.1231 0.346
F 1.5470 -2.1393 -0.1865 -0.036
O -1.4269 -0.3876 2.7937 -0.195
O -0.0766 2.8627 -0.5116 -0.246
O -0.8086 0.1200 5.5774 -0.120
N 3.5549 -0.3283 -0.1094 -0.057
N -0.4678 -0.6772 -2.5487 0.108
N -2.6750 2.2299 0.2019 -0.015
N -2.1786 3.4891 0.2403 0.012
N -2.0326 -1.9414 -0.7277 0.128
C -3.5319 -2.6975 -2.4622 -0.156
C -1.4307 6.1460 0.4249 -0.044
C -2.7661 1.4946 1.2422 -0.208
C -0.9374 3.7082 -0.1220 -0.543
C 0.2481 -0.6642 5.0534 -0.105
C 5.7437 1.2003 1.3633 -0.193
C -2.3706 1.7872 2.6311 -0.162
C 2.8190 -2.6007 -0.0811 -0.244
C -1.7880 2.2260 5.3045 -0.059
C 0.2929 7.8174 0.2355 -0.137
C -3.8282 -2.7679 -3.8560 -0.042
C -4.3441 -3.2845 -1.4738 -0.029
C 0.0639 -0.0831 -4.7967 -0.046
C 5.6952 1.2006 -1.6485 -0.195
C -1.0186 -0.7795 -5.2684 -0.027
C 0.3022 -0.0597 -3.4140 -0.098
C 5.1560 -2.2057 0.0185 -0.063
C -2.8006 -2.5067 0.1752 -0.104
C -3.9828 -3.1882 -0.1545 -0.049
C 0.7524 5.5297 -0.3497 -0.030
C -0.5523 5.1625 -0.0305 -0.131
C 3.0111 -3.9566 -0.0279 -0.060
C -2.6952 2.9985 3.2338 -0.078
C 1.1724 6.8467 -0.2231 -0.109
C 3.4272 2.5426 -0.1010 -0.190
C 5.3677 -3.5721 0.0814 -0.155
C -1.7174 0.7281 3.3499 -0.388
C -2.3795 -2.0130 -2.0183 -0.143
C 4.3064 -4.4700 0.0626 -0.163
C -1.0121 7.4602 0.5579 -0.117
C -1.4233 1.0319 4.7229 -0.221
C 3.8543 -1.6283 -0.0559 -0.357
C -3.0247 -2.1700 -4.7693 -0.041
C -1.5333 -1.3536 -2.9936 -0.143
C -1.8668 -1.4428 -4.3623 -0.154
C -2.4287 3.2265 4.5728 -0.141
H 6.4562 0.3709 1.4046 0.001
H 2.1472 -4.6105 -0.0639 0.103
H -1.6989 8.2106 0.9347 0.085
H -1.2364 -0.8244 -6.3299 0.108
H -5.2540 -3.7952 -1.7700 0.107
H -3.2115 0.5133 1.0763 0.094
H 0.7800 -1.0689 5.9192 0.075
H 6.4179 0.3804 -1.7019 0.004
H 6.2539 2.1411 -1.6366 0.008
H -1.5569 2.3657 6.3560 0.099
H 1.1516 0.4769 -3.0036 0.120
H -4.5943 -3.6243 0.6241 0.099
H 4.4716 -5.5391 0.1160 0.070
H 1.4296 4.7535 -0.6843 0.094
H -2.4392 5.8488 0.6769 0.095
H -2.4779 -2.4009 1.2075 0.112
H 5.1040 1.1695 -2.5686 0.010
H 0.7232 0.4470 -5.4708 0.100
H 2.7949 2.5356 0.7895 0.028
H 6.3153 2.1327 1.3409 0.009
H 3.9963 3.4780 -0.1018 0.021
H -0.1119 -1.4759 4.4247 0.072
H 5.9955 -1.5188 0.0233 0.075
H 2.7591 2.5488 -0.9655 0.016
H 0.6216 8.8448 0.3528 0.081
H 0.9418 -0.0624 4.4592 0.094
H -4.7105 -3.3126 -4.1729 0.105
H 5.1702 1.1771 2.2945 0.017
H -3.1886 3.7587 2.6394 0.095
H -2.6889 4.1652 5.0475 0.074
H -3.2571 -2.2266 -5.8268 0.105
H 6.3835 -3.9527 0.1416 0.081
H 2.1935 7.1189 -0.4672 0.088